Entry 1:
Entry from the OMol25 dataset: the molecule C18H25NO5 (wB97M-V/def2-TZVPD).

The geometry in XYZ format:
```
49
Properties=species:S:1:pos:R:3:forces:R:3
C 5.040860 -1.677966 0.763112 -0.207 -0.151 -0.020
C 3.733907 -2.032081 0.062799 0.203 0.303 -0.081
C 3.352844 -0.973106 -0.968638 -0.140 -0.356 -0.064
C 2.107971 -1.311650 -1.789257 0.076 0.296 0.100
C 0.814961 -1.382068 -0.942202 0.000 -0.169 -0.262
C 0.441640 -2.823584 -0.580571 -0.045 0.151 0.141
C -0.474162 -2.940144 0.645972 -0.062 -0.222 -0.269
C -1.832746 -2.324891 0.361444 0.231 -0.197 0.386
O -2.773207 -2.961048 -0.050698 -0.187 -0.168 -0.184
N -1.842704 -0.980136 0.616160 0.417 0.271 0.232
C -2.795572 -0.031855 0.302045 -0.241 0.303 -0.060
C -4.035535 -0.374410 -0.241088 -0.041 -0.210 -0.041
C -4.954225 0.602762 -0.559902 0.140 0.172 0.074
C -4.663549 1.944747 -0.346935 -0.122 0.054 -0.048
C -3.440850 2.300742 0.178564 0.073 -0.108 0.035
C -2.488571 1.332464 0.508738 -0.340 -0.066 -0.123
C -1.181838 1.756320 1.040466 0.329 -0.204 0.153
O -0.319415 1.009885 1.476115 -0.083 0.193 0.006
O -1.006947 3.076694 1.002591 -0.272 0.119 -0.124
C 0.244705 3.563822 1.485250 0.556 0.117 0.255
C 0.220355 5.079184 1.429907 -0.194 -0.422 -0.073
C -0.280959 -0.747103 -1.771530 -0.106 -0.034 -0.034
O -1.010364 -1.318008 -2.534740 -0.083 -0.162 -0.105
O -0.316038 0.588304 -1.617342 0.239 0.573 0.149
H 5.853919 -1.606018 0.043868 0.113 0.024 -0.045
H 5.299293 -2.437074 1.497561 0.104 -0.019 0.096
H 4.951769 -0.722103 1.274662 0.044 0.109 0.074
H 3.842747 -2.999049 -0.433933 -0.100 -0.074 0.013
H 2.944942 -2.120754 0.810771 -0.103 -0.111 0.023
H 4.189302 -0.842611 -1.659977 0.054 0.069 0.018
H 3.195334 -0.018903 -0.460687 0.031 0.098 -0.006
H 1.995244 -0.538691 -2.553415 0.022 -0.062 -0.054
H 2.246294 -2.261509 -2.308218 -0.024 -0.035 -0.075
H 0.957401 -0.767026 -0.049734 -0.011 -0.006 0.017
H 1.349120 -3.393716 -0.383416 0.021 0.007 -0.039
H -0.062173 -3.270343 -1.440841 0.103 -0.047 0.001
H -0.626107 -3.997439 0.866664 -0.070 0.098 0.067
H -0.009577 -2.458851 1.508461 0.027 0.004 0.055
H -1.005154 -0.568234 1.029476 -0.184 -0.181 -0.057
H -4.254754 -1.415289 -0.410291 0.006 -0.015 0.008
H -5.908385 0.317649 -0.976947 -0.074 -0.047 -0.038
H -5.389187 2.704781 -0.592864 -0.050 0.073 -0.014
H -3.199900 3.338752 0.345032 -0.002 0.052 -0.004
H 1.045102 3.153250 0.859041 -0.114 0.023 0.128
H 0.395186 3.202843 2.509141 0.003 0.030 -0.190
H -0.583161 5.464123 2.052084 -0.046 0.092 0.067
H 0.060348 5.413797 0.408566 0.015 0.095 -0.087
H 1.166813 5.472524 1.788913 0.089 0.051 0.031
H -0.994978 0.973020 -2.194178 0.001 -0.309 -0.032
```
Positions in Å, forces in eV/Å.

Calculated values
- Max |F|: 0.6 eV/Å
- Multiplicity: 1
- SMILES: CCCC[C@H](CCC(=O)Nc1ccccc1C(=O)OCC)C(=O)O
- Kohn-Sham gap: 9.0 eV
- Molar mass: 335.4 g mol⁻¹
- Energy relative to the best compared isomer or geometry (same formula, charge and spin): 2.5 kcal/mol
- E_tot: -30801.480 eV



Entry 2:
Entry from the OMol25 dataset: a structure of composition C18H26Br2O10PdS3 in a non-equilibrium geometry (wB97M-V/def2-TZVPD).

The geometry in XYZ format:
```
60
Properties=species:S:1:pos:R:3:forces:R:3
Pd 1.786216 -0.333734 0.473541 0.428 -0.773 2.211
Br 2.134994 -3.023344 1.042090 -0.169 0.696 -0.694
Br 4.389362 0.352918 0.662871 -0.587 -0.205 -0.159
C 0.407280 1.331242 3.999994 -0.482 0.014 1.064
C 0.158017 1.669748 5.370700 -0.551 0.036 0.619
C -0.606744 0.608615 6.279221 0.352 -1.507 -0.995
O -1.094585 0.937663 7.357562 0.083 0.476 0.296
C -0.598632 -0.757925 5.767967 0.127 2.672 0.840
C -0.214717 -1.035066 4.464715 0.197 -2.872 0.154
C 0.174314 0.070210 3.524016 1.579 1.582 -1.662
O 0.460106 -0.121573 2.263659 -0.565 -0.967 -0.109
O -0.106447 -2.245476 4.098751 -0.269 1.087 -0.735
O 0.500389 2.737079 5.874321 -0.087 -0.017 0.048
H 0.860398 2.096229 3.385577 0.059 -0.061 -0.176
H -0.697627 -1.560983 6.483694 -0.369 -0.145 -0.116
C -3.155361 -2.322723 1.227102 -2.219 -0.432 -1.713
C -3.029135 -2.774717 -0.267532 3.025 -0.610 0.387
C -3.053581 -1.594335 -1.200383 -0.845 0.857 0.520
S -1.988575 -0.357854 -0.247471 -0.616 -0.997 1.778
O -2.596017 0.960102 -0.335823 0.473 -0.260 -0.585
O -0.567909 -0.576912 -0.489846 -1.452 0.236 -0.864
C -2.380544 -1.039115 1.412474 0.896 -0.783 0.185
H -2.980787 -3.218763 1.817628 0.886 0.486 0.469
H -4.204067 -2.085469 1.447017 -0.167 -0.146 -0.255
H -3.437393 -3.752975 -0.519012 -1.076 0.494 -0.204
H -1.965578 -3.052400 -0.387527 0.129 -0.236 0.591
H -4.090434 -1.248188 -1.256482 0.262 0.765 -0.071
H -2.658547 -1.674673 -2.209878 0.229 -0.350 0.104
H -2.936501 -0.286430 1.961434 0.126 0.134 -0.068
H -1.460866 -1.315218 1.940426 0.400 0.679 -0.249
C 1.210448 -3.274473 -4.095801 -0.450 -1.634 0.630
C 2.500803 -3.529590 -3.318700 1.196 0.596 -0.373
C 3.192016 -2.120128 -3.409665 1.180 -1.062 0.044
S 1.887437 -0.960942 -3.068596 -0.504 -0.965 -0.234
O 1.767147 -0.002412 -4.159746 0.267 -0.026 0.972
O 1.917954 -0.631093 -1.666857 0.465 0.585 -1.693
C 0.568413 -2.179847 -3.289973 0.151 1.267 -0.239
H 0.579724 -4.168019 -4.039646 -0.055 0.042 -0.084
H 1.398485 -3.112029 -5.156820 0.012 0.529 0.074
H 3.130407 -4.308577 -3.754728 0.073 0.251 -0.368
H 2.362976 -3.891997 -2.298658 -0.395 0.564 0.186
H 3.614768 -2.018502 -4.410558 -0.599 0.321 -0.257
H 4.062727 -1.912734 -2.785569 -0.423 -0.179 0.635
H -0.203904 -1.559562 -3.745229 -0.349 -0.469 0.045
H 0.338451 -2.550197 -2.291496 -0.277 0.160 0.005
C 0.341245 5.012753 -1.586576 -1.321 1.885 -0.635
C -0.873770 4.127540 -1.326573 0.014 -1.835 -1.178
C -0.686613 3.517532 0.040356 0.846 0.343 1.042
S 1.178486 3.190254 0.107869 -0.257 -0.684 0.369
O 1.564661 1.837948 -0.287050 -0.910 0.934 0.094
O 1.722902 3.724411 1.327606 -0.261 0.214 -0.427
C 1.574971 4.201439 -1.344916 -0.217 -0.802 0.315
H 0.175242 5.926662 -1.005037 0.740 -0.145 0.467
H 0.317263 5.402462 -2.609104 0.077 -0.275 -0.116
H -0.830367 3.333872 -2.088028 0.158 -0.268 0.219
H -1.876128 4.500038 -1.540638 0.184 0.766 0.528
H -1.277932 2.677698 0.398198 0.289 -0.486 -0.781
H -0.894438 4.258725 0.818746 0.555 0.231 -0.038
H 1.641177 3.459019 -2.141981 0.180 0.009 0.010
H 2.548433 4.663836 -1.211613 -0.169 0.281 0.177
```
Positions in Å, forces in eV/Å.

Calculated values
- Max |F|: 3.1 eV/Å
- Multiplicity: 3
- Kohn-Sham gap (alpha / beta): 4.1 / 4.1 eV
- Net charge: -2
- Molar mass: 764.8 g mol⁻¹
- Energy relative to the best compared isomer or geometry (same formula, charge and spin): 48.7 kcal/mol
- E_tot: -215631.270 eV